# 1
Density functional theory data (ωB97M-V/def2-TZVPD) for C12H21N3OS2 as an isolated structure in a non-equilibrium geometry.

XYZ file:
```
39
Properties=species:S:1:pos:R:3
C -0.403 -5.595 -2.806
C 0.919 -5.307 -2.106
C 1.666 -4.111 -2.700
C 0.920 -2.777 -2.615
C 0.520 -2.346 -1.204
C 1.724 -2.150 -0.297
H 2.413 -1.416 -0.712
H 2.243 -3.087 -0.104
S 1.239 -1.545 1.356
C 0.934 0.120 0.993
N 1.087 0.626 -0.198
S 0.728 2.234 -0.180
C 0.375 2.124 1.520
N 0.528 0.932 2.002
N -0.023 3.220 2.228
C -0.154 4.423 1.587
O 0.090 4.508 0.401
C -0.640 5.563 2.441
C -2.158 5.737 2.275
C -2.948 4.558 2.832
H -4.014 4.750 2.742
H -2.720 4.403 3.885
H -2.725 3.644 2.287
H -2.457 6.650 2.793
H -2.382 5.862 1.215
H -0.395 5.389 3.490
H -0.142 6.471 2.102
H -0.225 3.099 3.210
H -0.013 -1.395 -1.275
H -0.155 -3.078 -0.758
H 0.016 -2.831 -3.225
H 1.556 -2.001 -3.047
H 1.868 -4.316 -3.754
H 2.631 -4.017 -2.199
H 0.740 -5.143 -1.042
H 1.564 -6.185 -2.194
H -1.113 -4.786 -2.652
H -0.249 -5.719 -3.876
H -0.845 -6.510 -2.416
```

Output
calculated total energy = -1505.77854 Ha
relative energy (zero: lowest compared OMol25 entry of this formula, charge and spin) = 0.028 eV
E_LUMO = 0.613 eV
highest occupied orbital energy = -8.21 eV
max |F| = 1.1 eV Å⁻¹

Results of the natural (NBO) charge analysis, in e, for atoms 1 through 4:
1 C -0.61
2 C -0.40
3 C -0.40
4 C -0.40

# 2
Density functional theory data (ωB97M-V/def2-TZVPD) for C30H45N3O2PdSe as an isolated structure in a non-equilibrium geometry.

XYZ file:
```
82
Properties=species:S:1:pos:R:3
Pd 1.503 -0.445 0.089
N 4.407 -0.427 3.401
C 3.552 -0.177 2.380
O 2.342 -0.247 2.537
C 4.179 0.228 1.061
C 3.549 -0.479 -0.118
H 4.027 -0.715 4.286
H 5.400 -0.460 3.266
H 5.255 0.030 1.089
H 4.041 1.306 0.958
H 3.731 -1.552 -0.109
H 3.833 -0.040 -1.065
C -0.036 -2.539 1.724
C -0.410 -3.732 0.851
C 0.717 -4.771 0.824
C -0.822 -3.314 -0.549
C -2.112 -3.589 -0.975
C -2.557 -3.181 -2.224
C -1.668 -2.533 -3.064
C -0.339 -2.282 -2.719
C 0.521 -1.580 -3.780
C 2.003 -1.378 -3.464
C 0.432 -2.335 -5.116
C 0.104 -2.633 -1.410
O 1.321 -2.375 -0.986
H 0.275 -2.867 2.720
H -0.880 -1.857 1.847
H 0.809 -2.020 1.270
H -1.281 -4.202 1.319
H 1.609 -4.349 0.361
H 0.409 -5.649 0.253
H 0.965 -5.092 1.841
H -2.786 -4.122 -0.309
H -3.577 -3.368 -2.539
H -2.028 -2.210 -4.036
H 0.085 -0.583 -3.935
H 2.493 -2.330 -3.255
H 2.153 -0.731 -2.605
H 2.491 -0.919 -4.331
H 0.831 -3.347 -4.999
H 1.022 -1.821 -5.880
H -0.589 -2.416 -5.486
C -2.144 2.160 -3.146
C -2.808 2.252 -1.770
C -3.153 0.882 -1.187
C -1.944 0.062 -0.741
N -1.292 0.629 0.443
C -0.056 1.203 0.503
Se 0.971 1.674 -0.998
N 0.085 1.729 1.762
C 1.175 2.576 2.227
C 0.698 3.994 2.544
C 0.263 4.797 1.318
C 1.434 5.231 0.439
C -1.017 1.389 2.527
C -1.319 1.600 3.865
C -2.531 1.113 4.328
C -3.406 0.416 3.490
C -3.094 0.190 2.158
C -1.890 0.697 1.694
H -2.120 3.139 -3.628
H -2.697 1.473 -3.792
H -1.116 1.806 -3.068
H -3.732 2.828 -1.862
H -2.157 2.795 -1.076
H -3.668 0.290 -1.948
H -3.835 1.004 -0.343
H -1.206 0.000 -1.535
H -2.258 -0.954 -0.497
H 1.931 2.586 1.447
H 1.603 2.110 3.114
H 1.510 4.518 3.057
H -0.139 3.931 3.243
H -0.271 5.686 1.660
H -0.441 4.202 0.726
H 2.155 5.816 1.016
H 1.083 5.845 -0.393
H 1.947 4.370 0.008
H -0.637 2.114 4.529
H -2.803 1.273 5.364
H -4.342 0.044 3.885
H -3.758 -0.368 1.510
```

Output
calculated total energy = -4014.21369 Ha
relative energy (zero: lowest compared OMol25 entry of this formula, charge and spin) = 1.590 eV
E_LUMO (alpha / beta) = -0.602 / -0.601 eV
highest occupied orbital energy (alpha / beta) = -6.47 / -6.47 eV
max |F| = 1.7 eV Å⁻¹

Results of the Löwdin charge analysis, in e, for atoms 1 through 4:
1 Pd 0.63
2 N 0.18
3 C -0.53
4 O 0.01

# 3
Density functional theory data (ωB97M-V/def2-TZVPD) for C2H6HgO3 as an isolated structure in a non-equilibrium geometry.

XYZ file:
```
12
Properties=species:S:1:pos:R:3
O -0.147 1.433 0.547
Hg 1.580 0.742 -0.775
O 0.937 0.697 1.321
C -1.299 0.640 0.437
C -1.090 -0.640 -0.360
H -1.678 0.398 1.447
H -2.052 1.273 -0.066
H -0.417 -1.325 0.175
H -2.046 -1.162 -0.509
H -0.665 -0.420 -1.352
O 3.367 -0.352 -0.519
H 3.510 -1.284 -0.347
```

Output
calculated total energy = -458.78498 Ha
<S²> = 0.76
E_LUMO (alpha / beta) = 4.020 / 3.530 eV
net charge = -1
highest occupied orbital energy (alpha / beta) = -2.27 / -3.67 eV
multiplicity = 2
max |F| = 2.6 eV Å⁻¹

Results of the natural (NBO) charge analysis, in e, for atoms 1 through 4:
1 O -0.43
2 Hg 0.78
3 O -0.72
4 C -0.06

# 4
Density functional theory data (ωB97M-V/def2-TZVPD) for C13H20N4PdS6Sb as an isolated structure.

XYZ file:
```
45
Properties=species:S:1:pos:R:3
Pd -0.540 -0.108 1.582
S -3.005 1.372 -1.231
Sb -3.522 1.155 1.059
S -2.623 -1.147 1.210
S -1.429 2.084 1.982
C -2.591 -0.363 4.867
C -1.108 -0.251 4.920
N -0.305 -0.287 3.892
C 1.024 -0.163 4.247
C 1.219 -0.029 5.585
S -0.269 -0.071 6.415
C 2.041 -0.232 3.211
C 3.386 -0.213 3.395
S 4.193 -0.423 1.911
C 2.692 -0.509 1.088
N 1.655 -0.383 1.889
C 2.614 -0.752 -0.378
H -2.902 -0.722 3.888
H -3.062 0.602 5.068
H -2.949 -1.061 5.623
H 2.153 0.079 6.112
H 3.926 -0.113 4.322
H 3.528 -1.206 -0.756
H 2.456 0.191 -0.901
H 1.773 -1.412 -0.580
C -0.880 1.265 -4.839
N -0.265 1.359 -3.510
C 0.221 2.712 -3.213
C -0.349 0.388 -2.600
S -0.351 0.903 -0.904
N -0.480 -0.890 -2.939
C -0.910 -1.935 -2.019
C -0.115 -1.424 -4.254
H -1.335 2.228 -5.062
H -1.664 0.514 -4.857
H -0.147 1.056 -5.617
H 0.760 3.076 -4.087
H 0.894 2.718 -2.367
H -0.617 3.382 -3.013
H -1.401 -1.523 -1.149
H -0.058 -2.543 -1.710
H -1.620 -2.582 -2.535
H 0.588 -0.774 -4.764
H -0.993 -1.582 -4.880
H 0.369 -2.387 -4.102
```

Output
calculated total energy = -3483.07099 Ha
relative energy (zero: lowest compared OMol25 entry of this formula, charge and spin) = 0.275 eV
<S²> = 8.78
E_LUMO (alpha / beta) = -5.918 / -9.122 eV
net charge = +2
highest occupied orbital energy (alpha / beta) = -13.85 / -14.06 eV
multiplicity = 6
max |F| = 0.9 eV Å⁻¹

Results of the natural (NBO) charge analysis, in e, for atoms 1 through 4:
1 Pd 0.85
2 S -0.41
3 Sb 1.01
4 S -0.21

# 5
Density functional theory data (ωB97M-V/def2-TZVPD) for a 2-piece molecular cluster, C7H13N6O2 overall in a non-equilibrium geometry.

XYZ file:
```
28
Properties=species:S:1:pos:R:3
C 0.958 2.736 -2.470
C 1.420 1.505 -2.175
C -0.338 3.237 -2.056
C -0.701 0.912 -1.298
C 0.685 -1.461 -0.105
C 1.820 -2.007 0.784
C -0.716 -1.719 0.572
N -0.400 -2.456 -0.430
N -1.144 2.191 -1.513
N 0.553 0.556 -1.665
N -1.572 -1.561 1.559
N 1.256 -0.525 -1.046
N -1.281 0.000 3.568
O -0.671 4.396 -1.916
O -1.455 0.018 -0.786
H 1.556 3.519 -2.901
H 2.397 1.203 -2.669
H 2.745 -1.504 0.595
H 2.023 -2.994 0.564
H 1.550 -1.764 1.871
H -0.770 -3.108 -1.101
H -1.995 2.402 -1.007
H -1.628 -0.784 2.377
H -2.352 -2.145 1.386
H 1.610 -1.064 -1.872
H -1.449 1.010 3.483
H -0.315 -0.171 3.882
H -1.786 -0.424 4.373
```

Output
calculated total energy = -753.22758 Ha
relative energy (zero: lowest compared OMol25 entry of this formula, charge and spin) = 1.796 eV
E_LUMO = -2.659 eV
net charge = +1
highest occupied orbital energy = -12.29 eV
max |F| = 4.2 eV Å⁻¹

Results of the natural (NBO) charge analysis, in e, for atoms 1 through 4:
1 C -0.34
2 C 0.05
3 C 0.64
4 C 0.77

# 6
Density functional theory data (ωB97M-V/def2-TZVPD) for a 2-piece molecular cluster, C9H12N3 overall in a non-equilibrium geometry.

XYZ file:
```
24
Properties=species:S:1:pos:R:3
C 2.716 -1.683 -2.104
C -1.310 0.718 1.222
C -0.451 -0.004 2.072
C -1.218 0.733 -0.134
C 0.367 -0.813 0.063
C -0.234 0.069 3.482
C -2.022 1.719 -0.860
C -0.040 0.109 -2.188
C 2.841 -1.945 -0.742
N 2.590 -1.748 -3.261
N 0.384 -0.742 1.362
N -0.330 -0.042 -0.770
H -2.086 1.285 1.710
H 0.702 0.588 3.649
H -1.035 0.658 3.970
H -0.039 -0.967 3.909
H -1.287 2.022 -1.718
H -3.040 1.226 -1.299
H -2.315 2.465 -0.154
H 0.352 1.117 -2.471
H 0.657 -0.583 -2.516
H -1.005 -0.054 -2.727
H 2.978 -2.983 -0.455
H 2.827 -1.146 -0.040
```

Output
calculated total energy = -513.98873 Ha
relative energy (zero: lowest compared OMol25 entry of this formula, charge and spin) = 5.099 eV
E_LUMO (alpha / beta) = -5.379 / -4.673 eV
net charge = +1
highest occupied orbital energy (alpha / beta) = -12.87 / -13.90 eV
max |F| = 3.6 eV Å⁻¹

Results of the natural (NBO) charge analysis, in e, for atoms 1 through 4:
1 C 0.15
2 C -0.27
3 C 0.36
4 C 0.30